C4H14BBr2NNbO2 as an isolated structure. Source: the Open Molecules 2025 dataset; level of theory: ωB97M-V/def2-TZVPD.

* HOMO-LUMO gap: 6.5 eV
* total charge: -1
* HOMO: -4.0 eV
* multiplicity: 1

Structure (XYZ):
```
25
C4H14BBr2NNbO2 ωB97M-V/def2-TZVPD
N 0.51767 3.20580 2.42584
C -0.68083 3.31931 2.01625
C -1.13258 3.05652 0.63240
Nb -0.05358 1.34235 -0.49942
B -0.23506 -0.02534 1.45397
O 0.81787 -0.50805 2.19337
O -1.50004 -0.35766 1.86723
H 0.57390 3.45920 3.40959
H -1.44084 3.64949 2.73580
H -1.05457 3.98098 0.06175
H -2.19213 2.80281 0.66604
H -1.75601 0.89534 -1.14126
H 0.33835 2.44643 -1.95424
H 1.62066 1.78534 0.10611
H 0.61855 -0.01911 -1.46487
H 1.36490 0.22613 2.46796
H -2.10212 0.33839 1.60980
Br 1.17261 -3.88806 -4.27340
C 1.43224 -4.00473 -2.33871
C 0.18433 -3.66169 -1.58524
Br -0.06796 -1.59002 -1.58693
H 2.25651 -3.33778 -2.09832
H 1.73960 -5.03346 -2.16305
H 0.27847 -3.94172 -0.53654
H -0.69996 -4.14048 -2.00413
```